Entry 1:
C35H46N2OP2Si2Zn as an isolated structure in a non-equilibrium geometry, computed with ωB97M-V/def2-TZVPD.

Output
HOMO energy	-7.0	eV
orbital gap	7.34	eV
energy above the lowest of the compared OMol25 structures with the same formula, charge and spin	95.50	kJ/mol
DFT total energy	-4587.162648	hartree

CARTESIAN COORDINATES (ANGSTROEM)
Zn (0.73, -0.44, 1.13)
C (0.11, -3.29, 2.93)
Si (-1.15, -3.23, 1.49)
C (-2.80, -3.86, 2.23)
C (-0.65, -4.44, 0.10)
N (-1.02, -1.58, 1.02)
P (-1.49, -0.62, -0.20)
C (-0.49, 0.81, -0.06)
P (0.99, 1.01, -0.94)
N (2.07, -0.13, -0.54)
Si (3.78, -0.28, -0.68)
C (4.67, 0.58, -2.14)
C (4.58, 0.43, 0.91)
C (4.06, -2.18, -0.77)
C (1.60, 2.63, -0.38)
C (1.26, 3.06, 0.89)
C (1.86, 4.18, 1.43)
C (2.85, 4.85, 0.72)
C (3.19, 4.42, -0.55)
C (2.56, 3.33, -1.11)
C (0.84, 1.22, -2.73)
C (0.11, 2.31, -3.18)
C (-0.14, 2.46, -4.53)
C (0.35, 1.53, -5.43)
C (1.09, 0.44, -4.98)
C (1.33, 0.28, -3.63)
C (-3.14, 0.09, 0.11)
C (-3.91, -0.16, 1.23)
C (-5.14, 0.46, 1.38)
C (-5.59, 1.34, 0.42)
C (-4.83, 1.60, -0.71)
C (-3.60, 0.98, -0.86)
C (-2.01, -1.60, -1.66)
C (-3.06, -2.47, -1.40)
C (-3.68, -3.15, -2.43)
C (-3.26, -2.95, -3.73)
C (-2.20, -2.10, -4.00)
C (-1.58, -1.42, -2.96)
H (0.31, -4.31, 3.24)
H (1.05, -2.82, 2.64)
H (-0.26, -2.75, 3.80)
H (-2.57, -4.64, 2.95)
H (-3.36, -3.09, 2.76)
H (-3.45, -4.29, 1.48)
H (-0.45, -5.43, 0.49)
H (-1.44, -4.51, -0.63)
H (0.24, -4.09, -0.41)
H (4.71, 1.65, -1.99)
H (5.69, 0.22, -2.23)
H (4.17, 0.40, -3.09)
H (4.26, 1.45, 1.08)
H (4.30, -0.15, 1.78)
H (5.67, 0.43, 0.85)
H (3.64, -2.60, -1.68)
H (5.11, -2.43, -0.74)
H (3.57, -2.67, 0.07)
H (0.51, 2.51, 1.45)
H (1.57, 4.54, 2.40)
H (3.35, 5.70, 1.16)
H (3.97, 4.94, -1.10)
H (2.80, 3.01, -2.12)
H (-0.27, 3.02, -2.46)
H (-0.70, 3.31, -4.89)
H (0.14, 1.64, -6.48)
H (1.47, -0.28, -5.69)
H (1.88, -0.57, -3.24)
H (-3.54, -0.85, 1.98)
H (-5.74, 0.26, 2.25)
H (-6.55, 1.83, 0.54)
H (-5.19, 2.29, -1.46)
H (-2.99, 1.17, -1.73)
H (-3.39, -2.60, -0.38)
H (-4.49, -3.83, -2.23)
H (-3.77, -3.45, -4.55)
H (-1.88, -1.95, -5.02)
H (-0.76, -0.74, -3.17)
C (-0.57, 1.86, 4.59)
C (0.82, 1.74, 5.22)
C (1.58, 0.82, 4.25)
O (0.64, 0.39, 3.27)
C (-0.66, 0.54, 3.83)
H (-0.60, 2.70, 3.90)
H (-1.36, 1.97, 5.33)
H (0.75, 1.28, 6.21)
H (1.31, 2.71, 5.33)
H (1.99, -0.06, 4.77)
H (2.40, 1.33, 3.73)
H (-0.87, -0.29, 4.52)
H (-1.38, 0.53, 3.01)

Entry 2:
C9H18LiO13P as an isolated structure in a non-equilibrium geometry, computed with ωB97M-V/def2-TZVPD.

Output
charge	-2
HOMO energy	1.7	eV
orbital gap	2.38	eV
energy above the lowest of the compared OMol25 structures with the same formula, charge and spin	325.56	kJ/mol
DFT total energy	-1680.586661	hartree

CARTESIAN COORDINATES (ANGSTROEM)
Li (43.34, 30.43, 7.76)
P (41.82, 31.16, 6.21)
O (43.10, 30.71, 5.70)
O (41.68, 29.96, 7.16)
O (40.72, 31.70, 5.35)
O (42.27, 32.06, 7.29)
C (43.57, 23.02, 9.76)
O (43.36, 24.18, 9.08)
C (43.02, 25.42, 9.61)
O (42.78, 25.28, 10.88)
O (43.03, 26.48, 8.86)
C (42.59, 27.70, 9.41)
H (43.73, 22.21, 9.36)
H (42.59, 22.69, 9.84)
H (44.24, 23.14, 10.66)
H (43.26, 27.98, 10.15)
H (41.41, 27.67, 9.63)
H (42.66, 28.28, 8.57)
C (45.79, 32.15, 7.29)
O (46.62, 31.32, 8.25)
C (46.09, 30.27, 8.81)
O (44.97, 29.81, 8.51)
O (46.75, 29.72, 9.93)
C (46.42, 28.45, 10.48)
H (45.74, 31.52, 6.39)
H (46.44, 33.14, 7.23)
H (44.93, 32.32, 7.79)
H (45.88, 28.58, 11.40)
H (47.22, 27.96, 10.70)
H (45.80, 27.65, 9.96)
C (41.99, 31.58, 10.49)
O (42.27, 31.20, 11.83)
C (43.51, 31.15, 12.20)
O (44.53, 31.56, 11.52)
O (43.60, 30.72, 13.54)
C (44.87, 30.33, 14.06)
H (42.32, 30.74, 9.61)
H (42.33, 32.43, 10.11)
H (40.93, 31.85, 10.71)
H (45.18, 31.33, 14.21)
H (45.72, 30.21, 13.26)
H (44.83, 29.53, 14.84)

Entry 3:
C30H32ClN3SSi2Sn as an isolated structure in a non-equilibrium geometry, computed with ωB97M-V/def2-TZVPD.

Output
HOMO energy	-4.9	eV
orbital gap	4.43	eV
energy above the lowest of the compared OMol25 structures with the same formula, charge and spin	0.00	kJ/mol
DFT total energy	-2978.051328	hartree

CARTESIAN COORDINATES (ANGSTROEM)
C (0.85, 0.68, -0.92)
C (0.87, -0.49, -1.75)
C (-0.42, -0.67, -2.30)
H (1.76, -1.06, -2.02)
C (-1.28, 0.36, -1.80)
C (-0.49, 1.22, -0.95)
H (-0.81, 2.17, -0.53)
H (1.70, 1.18, -0.48)
H (-0.71, -1.41, -3.05)
H (-2.32, 0.51, -2.07)
Sn (-0.87, -0.55, 0.60)
Si (-3.38, -3.01, 1.08)
C (-2.02, -4.24, 0.57)
C (-1.93, -5.44, 1.29)
H (-2.59, -5.59, 2.15)
C (-1.11, -6.45, 0.81)
H (-1.05, -7.39, 1.36)
C (-0.41, -6.27, -0.38)
H (0.24, -7.06, -0.75)
C (-0.52, -5.08, -1.11)
H (0.00, -4.95, -2.05)
C (-1.36, -4.07, -0.65)
H (-1.53, -3.17, -1.26)
C (-4.30, -2.46, -0.68)
C (-4.17, -3.18, -2.02)
H (-3.49, -4.04, -2.21)
C (-4.57, -2.43, -3.20)
H (-4.43, -2.92, -4.16)
C (-5.00, -1.12, -3.10)
H (-5.27, -0.58, -4.00)
C (-5.05, -0.42, -1.88)
H (-5.31, 0.66, -1.87)
C (-4.75, -1.08, -0.70)
H (-4.74, -0.53, 0.24)
H (-2.53, -1.82, 0.32)
Si (-5.04, -4.19, -0.69)
C (-6.85, -3.93, -1.05)
C (-7.55, -4.86, -1.86)
H (-7.36, -5.93, -1.75)
C (-8.48, -4.38, -2.79)
H (-8.93, -5.04, -3.54)
C (-8.82, -3.01, -2.75)
H (-9.47, -2.58, -3.52)
C (-8.36, -2.19, -1.71)
H (-8.71, -1.17, -1.59)
C (-7.46, -2.69, -0.77)
H (-7.21, -2.16, 0.15)
C (-4.74, -6.15, -0.42)
C (-4.24, -6.80, -1.56)
H (-4.18, -6.27, -2.51)
C (-3.86, -8.15, -1.50)
H (-3.40, -8.59, -2.38)
C (-4.08, -8.91, -0.34)
H (-3.74, -9.96, -0.29)
C (-4.70, -8.31, 0.76)
H (-4.90, -8.90, 1.66)
C (-5.07, -6.96, 0.72)
H (-5.64, -6.54, 1.56)
H (-4.21, -3.64, 2.11)
Cl (-2.79, -1.82, 2.84)
N (1.31, -0.45, 1.91)
N (1.62, 0.95, 1.84)
C (0.62, 1.77, 2.24)
N (1.00, 3.06, 2.43)
S (-0.99, 1.27, 2.45)
H (2.06, -0.97, 1.44)
H (1.22, -0.78, 2.88)
H (2.59, 1.21, 2.08)
H (0.31, 3.75, 2.70)
H (1.92, 3.41, 2.20)

Entry 4:
C10H30CaFO5 as an isolated structure in a non-equilibrium geometry, computed with ωB97M-V/def2-TZVPD.

Output
charge	+1
HOMO energy	-11.8	eV
orbital gap	7.00	eV
energy above the lowest of the compared OMol25 structures with the same formula, charge and spin	32.81	kJ/mol
DFT total energy	-1552.525688	hartree

CARTESIAN COORDINATES (ANGSTROEM)
Ca (-12.73, -14.18, 15.34)
F (-10.79, -15.32, 15.58)
C (-8.21, -11.95, 16.21)
C (-7.80, -13.30, 15.65)
O (-8.76, -13.74, 14.67)
H (-7.43, -11.61, 16.90)
H (-9.15, -11.98, 16.76)
H (-8.34, -11.20, 15.43)
H (-7.72, -14.04, 16.45)
H (-6.80, -13.21, 15.22)
H (-9.37, -14.34, 15.13)
C (-13.37, -17.23, 13.99)
C (-12.83, -16.42, 12.85)
O (-12.77, -15.00, 13.15)
H (-12.71, -17.20, 14.87)
H (-13.34, -18.28, 13.69)
H (-14.38, -17.01, 14.33)
H (-13.44, -16.57, 11.96)
H (-11.82, -16.76, 12.58)
H (-12.95, -14.55, 12.31)
C (-8.27, -17.81, 19.16)
C (-9.07, -17.52, 17.90)
O (-9.61, -16.20, 17.98)
H (-7.81, -18.79, 19.16)
H (-8.93, -17.72, 20.03)
H (-7.53, -17.02, 19.30)
H (-9.90, -18.23, 17.78)
H (-8.45, -17.69, 17.02)
H (-9.96, -16.01, 17.10)
C (-8.79, -16.75, 12.60)
C (-8.83, -17.82, 13.69)
O (-10.07, -17.81, 14.38)
H (-7.83, -16.74, 12.08)
H (-8.90, -15.74, 13.00)
H (-9.55, -16.97, 11.84)
H (-8.00, -17.60, 14.38)
H (-8.68, -18.82, 13.28)
H (-10.26, -16.91, 14.69)
C (-11.53, -10.38, 14.00)
C (-11.54, -11.75, 13.32)
O (-11.18, -12.80, 14.25)
H (-10.49, -10.11, 14.22)
H (-12.07, -10.35, 14.94)
H (-11.92, -9.61, 13.34)
H (-10.73, -11.78, 12.59)
H (-12.47, -11.95, 12.77)
H (-10.24, -13.05, 14.10)

Entry 5:
C2H3Cl2FS as an isolated structure in a non-equilibrium geometry, computed with ωB97M-V/def2-TZVPD.

Output
HOMO energy (alpha / beta)	-10.1 / -10.1	eV
orbital gap (alpha / beta)	8.35 / 8.35	eV
energy above the lowest of the compared OMol25 structures with the same formula, charge and spin	182.56	kJ/mol
DFT total energy	-1496.367675	hartree

CARTESIAN COORDINATES (ANGSTROEM)
C (-0.67, -0.35, 0.76)
C (0.40, 0.26, -0.17)
F (-1.93, -0.34, 0.27)
S (0.32, -0.18, -1.89)
Cl (2.26, -1.10, 0.44)
Cl (0.90, 1.87, 0.26)
H (-0.78, 0.29, 1.70)
H (-0.38, -1.40, 1.13)
H (-0.11, 0.95, -2.51)

Entry 6:
A single C6H10N4S molecule in a non-equilibrium geometry, computed with ωB97M-V/def2-TZVPD.

Output
HOMO energy	-8.4	eV
orbital gap	7.80	eV
energy above the lowest of the compared OMol25 structures with the same formula, charge and spin	526.01	kJ/mol
DFT total energy	-851.653712	hartree

CARTESIAN COORDINATES (ANGSTROEM)
C (2.35, 0.56, 0.50)
C (1.18, -0.20, -0.04)
C (-2.47, 0.23, -0.95)
C (-1.82, -1.04, 1.21)
C (-0.05, 0.36, -0.10)
C (-1.34, -0.53, -0.21)
N (1.55, -1.52, -0.42)
N (2.69, -1.83, -0.17)
N (2.60, 1.78, -0.35)
N (2.78, 2.93, -0.07)
S (3.73, -0.71, 0.48)
H (2.12, 0.99, 1.48)
H (-2.29, 0.56, -1.91)
H (-3.04, 0.97, -0.37)
H (-3.27, -0.50, -1.17)
H (-2.71, -1.56, 1.08)
H (-2.11, -0.18, 1.93)
H (-1.10, -1.74, 1.56)
H (-0.18, 1.45, -0.24)
H (-1.13, -1.45, -0.84)
H (2.50, 1.43, -1.41)

Entry 7:
C30H28F5N4O2V as an isolated structure in a non-equilibrium geometry, computed with ωB97M-V/def2-TZVPD.

Output
charge	+2
HOMO energy (alpha / beta)	-13.6 / -13.9	eV
orbital gap (alpha / beta)	7.26 / 7.59	eV
energy above the lowest of the compared OMol25 structures with the same formula, charge and spin	0.00	kJ/mol
DFT total energy	-2972.379036	hartree
spin multiplicity	3

CARTESIAN COORDINATES (ANGSTROEM)
V (1.39, -0.48, -0.41)
C (-2.96, -4.70, 2.61)
C (-2.05, -4.04, 1.62)
C (-2.32, -4.00, 0.27)
C (-1.50, -3.31, -0.66)
C (-1.96, -3.47, -2.02)
N (-1.94, -2.68, -3.05)
C (-1.70, -1.23, -3.13)
C (-2.97, -0.44, -2.83)
C (-2.80, 1.03, -3.22)
N (-1.63, 1.59, -2.53)
C (-1.53, 2.72, -1.93)
C (-0.34, 3.13, -1.24)
C (-0.28, 4.43, -0.70)
C (0.83, 4.89, -0.02)
C (0.90, 6.28, 0.55)
C (1.90, 4.01, 0.11)
C (1.88, 2.71, -0.37)
C (3.07, 1.87, -0.25)
N (3.12, 0.60, -0.36)
C (4.48, -0.02, -0.36)
C (4.44, -1.49, 0.05)
C (3.63, -1.77, 1.31)
N (2.19, -1.77, 0.96)
C (1.41, -2.58, 1.56)
C (0.03, -2.84, 1.13)
C (-0.82, -3.50, 2.00)
C (-0.34, -2.66, -0.23)
O (0.48, -2.01, -1.06)
C (0.74, 2.24, -1.06)
O (0.69, 0.99, -1.50)
H (-3.85, -5.11, 2.12)
H (-3.30, -3.98, 3.36)
H (-2.46, -5.51, 3.13)
H (-3.20, -4.51, -0.10)
H (-2.42, -4.43, -2.24)
H (-2.29, -3.10, -3.90)
H (-1.36, -1.04, -4.14)
H (-0.89, -1.01, -2.44)
H (-3.23, -0.53, -1.77)
H (-3.81, -0.84, -3.41)
H (-3.68, 1.62, -2.96)
H (-2.63, 1.12, -4.29)
H (-0.78, 1.01, -2.45)
H (-2.39, 3.39, -1.96)
H (-1.13, 5.08, -0.83)
H (-0.07, 6.77, 0.52)
H (1.60, 6.90, -0.01)
H (1.22, 6.27, 1.59)
H (2.80, 4.35, 0.61)
H (4.02, 2.40, -0.11)
H (5.10, 0.55, 0.33)
H (4.90, 0.08, -1.36)
H (5.47, -1.81, 0.20)
H (4.05, -2.10, -0.77)
H (3.80, -0.99, 2.05)
H (3.91, -2.72, 1.75)
H (1.80, -3.21, 2.36)
H (-0.49, -3.63, 3.03)
F (-1.71, -0.03, 0.02)
C (-1.04, 0.44, 1.12)
C (0.33, 0.33, 1.19)
C (0.87, 0.86, 2.35)
F (2.21, 0.83, 2.56)
C (0.13, 1.45, 3.36)
F (0.72, 1.95, 4.44)
C (-1.25, 1.52, 3.23)
F (-1.99, 2.07, 4.18)
C (-1.84, 1.00, 2.09)
F (-3.17, 1.05, 1.95)

Entry 8:
An isolated ion of composition C9H5O3 and charge -1 in a non-equilibrium geometry, computed with ωB97M-V/def2-TZVPD.

Output
charge	-1
HOMO energy	-3.5	eV
orbital gap	7.10	eV
energy above the lowest of the compared OMol25 structures with the same formula, charge and spin	0.00	kJ/mol
DFT total energy	-571.702126	hartree

CARTESIAN COORDINATES (ANGSTROEM)
O (2.72, -1.66, -2.18)
C (1.94, -1.09, -1.47)
C (2.05, -0.59, -0.19)
C (0.70, -0.14, 0.26)
C (0.58, 0.50, 1.51)
C (-0.55, 1.19, 1.93)
C (-1.76, 1.03, 1.18)
C (-1.70, 0.37, 0.00)
C (-0.53, -0.21, -0.50)
C (-0.75, -0.78, -1.92)
O (-1.78, -0.91, -2.56)
O (0.56, -1.09, -2.34)
H (2.85, -0.79, 0.54)
H (1.35, 0.67, 2.16)
H (-0.36, 1.73, 2.79)
H (-2.75, 1.45, 1.29)
H (-2.57, 0.33, -0.50)

Entry 9:
C3H5PS3 as an isolated structure in a non-equilibrium geometry, computed with ωB97M-V/def2-TZVPD.

Output
HOMO energy	-8.2	eV
orbital gap	6.68	eV
energy above the lowest of the compared OMol25 structures with the same formula, charge and spin	129.20	kJ/mol
DFT total energy	-1653.142343	hartree

CARTESIAN COORDINATES (ANGSTROEM)
C (0.57, 0.02, 1.24)
C (0.91, -0.34, -1.03)
C (0.54, 0.83, -0.04)
P (-2.53, -0.82, -0.70)
S (-3.97, -0.59, 0.54)
S (0.34, -1.51, 0.23)
S (-1.00, 1.63, -0.30)
H (1.60, -0.02, 1.46)
H (-0.23, 0.04, 1.88)
H (0.42, -0.50, -1.95)
H (1.99, -0.31, -1.34)
H (1.35, 1.56, 0.00)

Entry 10:
An isolated ion of composition C4H6ClN2O and charge +1 in a non-equilibrium geometry, computed with ωB97M-V/def2-TZVPD.

Output
charge	+1
HOMO energy	-14.4	eV
orbital gap	9.69	eV
energy above the lowest of the compared OMol25 structures with the same formula, charge and spin	271.34	kJ/mol
DFT total energy	-800.603710	hartree

CARTESIAN COORDINATES (ANGSTROEM)
N (-1.57, -0.72, -0.91)
C (-0.48, -0.49, -0.25)
C (0.02, 0.90, 0.01)
C (1.21, 1.21, 0.57)
C (2.22, 0.07, 0.76)
Cl (3.10, -0.03, -0.73)
O (1.37, -1.30, 0.99)
N (0.19, -1.46, 0.30)
H (-2.00, 0.12, -1.25)
H (-1.66, -1.69, -1.08)
H (-0.66, 1.78, -0.24)
H (1.71, 2.10, 0.77)
H (2.93, 0.17, 1.69)
H (0.17, -2.43, 0.16)

Entry 11:
A 2-piece molecular cluster, C3H7PS overall in a non-equilibrium geometry, computed with ωB97M-V/def2-TZVPD.

Output
HOMO energy (alpha / beta)	-6.3 / -6.2	eV
orbital gap (alpha / beta)	3.89 / 3.73	eV
energy above the lowest of the compared OMol25 structures with the same formula, charge and spin	540.71	kJ/mol
DFT total energy	-857.816091	hartree

CARTESIAN COORDINATES (ANGSTROEM)
C (-1.58, 0.49, 0.12)
C (-1.83, -0.94, 0.29)
C (1.77, 0.02, 0.23)
P (1.57, 1.54, -0.84)
S (-2.42, 1.53, -0.69)
H (-1.65, -1.20, -0.75)
H (-1.07, -1.32, 0.91)
H (-2.80, -1.23, 0.55)
H (0.83, 0.15, 0.83)
H (2.56, -0.06, 0.93)
H (1.70, -0.85, -0.49)
H (2.91, 1.86, -1.10)

Entry 12:
A single CH6OSi2 molecule in a non-equilibrium geometry, computed with ωB97M-V/def2-TZVPD.

Output
HOMO energy	-10.2	eV
orbital gap	10.79	eV
energy above the lowest of the compared OMol25 structures with the same formula, charge and spin	0.00	kJ/mol
DFT total energy	-695.932480	hartree

CARTESIAN COORDINATES (ANGSTROEM)
C (0.91, -0.10, -0.52)
O (-1.19, 0.09, 0.97)
Si (0.48, 0.01, 1.28)
Si (-1.03, 0.20, -0.74)
H (1.75, 0.60, -0.89)
H (1.17, -1.12, -1.08)
H (0.44, -1.26, 1.89)
H (0.77, 1.39, 1.72)
H (-1.47, 1.23, -1.51)
H (-1.83, -1.03, -1.12)